<i>
C5H14NO | ωB97M-V/def2-TZVPD

As for the HOMO-LUMO gap: 11.15 eV. The calculation puts the LUMO energy at -2.8289 eV.

```
! RIJCOSX wB97M-V def2-TZVPD def2/J DEFGRID3
* xyz 1 1
C 1.150 -0.708 1.755
N 0.466 -0.954 0.419
C 1.224 -1.863 -0.480
H 0.440 -0.088 2.292
H 1.266 -1.652 2.276
H 2.081 -0.168 1.616
H 0.300 -0.103 -0.027
H -0.457 -1.330 0.573
H 2.180 -1.358 -0.626
H 0.716 -1.958 -1.428
H 1.418 -2.842 0.015
C -1.844 0.827 -1.003
O -1.273 -0.401 -1.589
C -0.666 1.667 -0.656
C -0.441 2.200 0.567
H -2.462 0.607 -0.117
H -2.453 1.342 -1.773
H -0.992 -0.121 -2.438
H -0.001 1.954 -1.480
H 0.291 3.008 0.596
H -0.942 1.939 1.508
*
```



<ii>
C5H14NO | ωB97M-V/def2-TZVPD

As for the HOMO-LUMO gap: 9.51 eV. The calculation puts the LUMO energy at -3.2214 eV.

```
! RIJCOSX wB97M-V def2-TZVPD def2/J DEFGRID3
* xyz 1 1
C 2.174 0.596 0.356
C 0.695 0.381 0.065
C 0.007 -0.711 0.845
C 0.279 -2.083 0.192
C 1.077 -2.363 -0.900
N -0.273 1.690 -0.027
H 2.403 1.749 0.297
H 2.790 0.108 -0.415
H 2.271 -0.041 1.194
H 0.769 0.227 -1.005
H 0.182 -0.644 1.878
H -1.130 -0.621 0.796
H -0.130 -2.959 0.705
H 1.010 -3.353 -1.313
H 2.121 -1.857 -0.880
H -1.255 1.556 -0.183
H -0.008 2.147 0.834
H -0.008 2.346 -0.811
H -3.846 0.873 -0.120
H -3.470 1.709 -1.237
O -3.147 1.500 -0.363
*
```



<iii>
C5H14NO | ωB97M-V/def2-TZVPD

As for the HOMO-LUMO gap: 4.58 eV. The calculation puts the LUMO energy at -9.2087 eV.

```
! RIJCOSX wB97M-V def2-TZVPD def2/J DEFGRID3
* xyz 1 1
C -2.119 -0.496 0.109
C -1.302 -1.705 0.357
C -0.935 -0.590 1.337
C 0.146 0.319 0.977
C 1.480 -0.528 0.892
N 1.337 2.405 -1.263
H -1.773 0.098 -0.729
H -3.176 -0.690 0.240
H -0.403 -1.881 -0.249
H -1.847 -2.590 0.653
H -1.314 -0.602 2.352
H 0.157 1.111 1.722
H 2.347 0.137 0.881
H 1.557 -1.202 1.738
H 1.498 -0.971 -0.106
H 0.095 0.681 -0.089
H 0.903 1.615 -1.705
H 2.255 2.640 -1.605
H 0.159 -0.647 -2.533
H 0.744 3.217 -1.369
O 0.192 -0.319 -1.610
*
```



The most stable arrangement is <i>, and the next structure is 0.0425 hartree less stable.



<i>
C3H10NO2 | ωB97M-V/def2-TZVPD

As for the HOMO-LUMO gap: 6.73 eV. The calculation puts the LUMO energy at 4.1592 eV.

```
! RIJCOSX wB97M-V def2-TZVPD def2/J DEFGRID3
* xyz -1 1
C -1.393 0.726 0.533
N -0.019 0.286 0.229
C 0.268 -0.364 -1.055
C -0.134 -1.873 -0.974
O 0.069 -2.306 0.314
H -1.347 1.704 1.008
H -1.814 -0.060 1.147
H -1.983 0.663 -0.383
H 0.350 -0.368 0.918
H 1.277 -0.035 -1.311
H -0.325 0.226 -1.760
H 0.547 -2.483 -1.602
H -1.168 -1.952 -1.376
H 0.946 1.906 1.240
H 0.965 2.570 -0.038
O 1.236 2.765 0.874
*
```



<ii>
C3H10NO2 | ωB97M-V/def2-TZVPD

As for the HOMO-LUMO gap: 7.29 eV. The calculation puts the LUMO energy at 4.2466 eV.

```
! RIJCOSX wB97M-V def2-TZVPD def2/J DEFGRID3
* xyz -1 1
C -1.494 -0.433 0.751
N -0.473 0.340 0.002
C 0.741 0.782 0.679
C 1.625 -0.440 1.091
O 1.730 -1.253 0.015
H -2.556 -0.200 0.530
H -1.355 -1.529 0.675
H -1.416 -0.263 1.834
H 0.134 -0.478 -0.408
H 1.282 1.497 0.022
H 0.540 1.331 1.637
H 2.579 -0.076 1.504
H 1.127 -0.885 1.970
H -1.161 0.599 -3.004
H -1.107 0.910 -1.457
O -1.764 0.910 -2.323
*
```



The most stable arrangement is <ii>, and the next structure is 0.0058 hartree less stable.



<i>
C3H10NO2 | ωB97M-V/def2-TZVPD

As for the HOMO-LUMO gap: 7.22 eV. The calculation puts the LUMO energy at 4.0743 eV.

```
! RIJCOSX wB97M-V def2-TZVPD def2/J DEFGRID3
* xyz -1 1
C -1.042 -0.210 0.361
N -0.856 0.000 -1.069
C 0.563 0.443 -1.469
O 1.567 -0.117 -0.823
C -2.522 -0.002 0.737
H -0.390 0.534 0.842
H -0.617 -1.137 0.764
H -0.995 -0.881 -1.556
H 0.530 0.247 -2.566
H 0.490 1.561 -1.372
H -2.968 0.652 -0.003
H -3.016 -0.979 0.738
H -2.612 0.376 1.760
H 1.274 0.155 2.103
H 2.100 -0.035 0.891
O 2.182 -0.079 1.880
*
```



<ii>
C3H10NO2 | ωB97M-V/def2-TZVPD

As for the HOMO-LUMO gap: 7.37 eV. The calculation puts the LUMO energy at 4.2067 eV.

```
! RIJCOSX wB97M-V def2-TZVPD def2/J DEFGRID3
* xyz -1 1
C 0.870 0.208 0.504
N -0.471 0.492 0.908
C -1.247 1.311 -0.099
O -1.953 0.518 -0.937
C 1.499 -0.919 1.341
H 1.533 1.067 0.714
H 1.256 0.041 -0.512
H -1.010 -0.346 0.833
H -1.873 1.957 0.537
H -0.609 1.997 -0.690
H 1.539 -0.651 2.402
H 0.853 -1.793 1.255
H 2.513 -1.100 1.029
H -1.355 -1.513 -2.745
H -0.962 -0.321 -1.915
O -0.582 -0.947 -2.624
*
```



The most stable arrangement is <i>, and the next structure is 0.0066 hartree less stable.



<i>
C3H3F2NO | ωB97M-V/def2-TZVPD

The structure (SMILES) is N#C[C@@](O)(F)CF. As for the HOMO-LUMO gap: 13.00 eV. The calculation puts the LUMO energy at 0.6497 eV.

```
! RIJCOSX wB97M-V def2-TZVPD def2/J DEFGRID3
* xyz 0 1
N 2.581 0.601 0.253
C 1.512 0.219 0.197
C 0.185 -0.370 -0.099
O -0.003 -0.742 -1.420
F 0.210 -1.523 0.683
C -0.980 0.649 0.474
F -2.127 -0.047 0.322
H 0.682 -1.293 -1.634
H -1.087 1.602 -0.222
H -0.972 0.905 1.446
*
```



<ii>
C3H3F2NO | ωB97M-V/def2-TZVPD

As for the HOMO-LUMO gap (alpha / beta): 8.29 / 9.16 eV. The calculation puts the LUMO energy (alpha / beta) at -0.6515 / -0.5466 eV.

```
! RIJCOSX wB97M-V def2-TZVPD def2/J DEFGRID3
* xyz 0 1
C 0.629 -0.408 -0.200
C -0.786 -1.026 -0.205
C 0.107 1.029 0.267
N -1.291 0.879 0.834
O -1.652 -0.313 0.435
F 0.938 1.441 1.323
F 1.443 -0.607 -1.405
H 1.342 -1.032 0.408
H -0.957 -1.729 -0.904
H 0.230 1.767 -0.554
*
```



The most stable arrangement is <i>, and the next structure is 0.1447 hartree less stable.



<i>
C19H28N2O3S2 | ωB97M-V/def2-TZVPD

The structure (SMILES) is CSC1(C(=O)N2C[C@H]3CSC[C@@]3(C)C2)CN(C(=O)[C@@H]2CC3(CC3)CO2)C1. As for the HOMO-LUMO gap: 9.01 eV. The calculation puts the LUMO energy at 0.4828 eV.

```
! RIJCOSX wB97M-V def2-TZVPD def2/J DEFGRID3
* xyz 0 1
C -2.965 2.740 1.246
S -2.790 0.945 1.268
C -0.993 0.816 1.128
C -0.495 1.345 -0.215
O -0.050 2.478 -0.296
N -0.556 0.508 -1.283
C -1.408 -0.664 -1.424
C -2.222 -0.412 -2.705
C -3.622 0.144 -2.425
S -3.438 1.938 -2.288
C -2.311 1.887 -3.696
C -1.408 0.651 -3.515
C -0.956 0.131 -4.876
C -0.197 0.969 -2.614
C -0.186 1.413 2.310
N 0.417 0.096 2.503
C 1.239 -0.239 3.514
O 1.651 0.605 4.297
C 1.696 -1.688 3.647
C 3.218 -1.762 3.554
C 3.394 -1.794 2.059
C 3.855 -0.582 1.305
C 4.723 -1.817 1.380
C 2.224 -2.618 1.567
O 1.223 -2.522 2.585
C -0.452 -0.579 1.541
H -4.026 2.947 1.373
H -2.412 3.187 2.071
H -2.626 3.148 0.298
H -0.788 -1.559 -1.541
H -2.050 -0.797 -0.558
H -2.307 -1.340 -3.273
H -4.300 -0.085 -3.249
H -4.054 -0.243 -1.503
H -2.890 1.799 -4.619
H -1.738 2.812 -3.740
H -0.379 0.890 -5.411
H -0.324 -0.753 -4.766
H -1.812 -0.137 -5.497
H 0.052 2.026 -2.574
H 0.680 0.409 -2.958
H 0.517 2.200 2.049
H -0.804 1.721 3.154
H 1.293 -2.079 4.581
H 3.693 -0.910 4.036
H 3.571 -2.690 4.009
H 3.373 -0.365 0.360
H 4.153 0.284 1.879
H 5.608 -1.776 2.000
H 4.822 -2.415 0.483
H 1.837 -2.235 0.616
H 2.475 -3.674 1.434
H -1.208 -1.212 2.012
H 0.059 -1.146 0.769
*
```



<ii>
C19H28N2O3S2 | ωB97M-V/def2-TZVPD

The structure (SMILES) is CSC1(C(=O)N2C[C@H]3CSC[C@@]3(C)C2)CN(C(=O)[C@@H]2CC3(CC3)CO2)C1. As for the HOMO-LUMO gap: 9.08 eV. The calculation puts the LUMO energy at 0.4442 eV.

```
! RIJCOSX wB97M-V def2-TZVPD def2/J DEFGRID3
* xyz 0 1
C -2.908 2.796 1.322
S -2.708 1.008 1.423
C -0.908 0.896 1.292
C -0.418 1.475 -0.031
O 0.047 2.603 -0.072
N -0.492 0.685 -1.133
C -1.236 -0.554 -1.296
C -2.055 -0.353 -2.579
C -3.473 0.171 -2.313
S -3.375 1.980 -2.337
C -2.253 1.843 -3.745
C -1.268 0.713 -3.407
C -0.663 0.142 -4.685
C -0.163 1.214 -2.447
C -0.123 1.455 2.506
N 0.406 0.113 2.725
C 1.304 -0.265 3.649
O 1.755 0.524 4.467
C 1.808 -1.706 3.647
C 3.273 -1.737 3.200
C 3.098 -1.967 1.716
C 3.158 -0.818 0.751
C 4.186 -1.923 0.702
C 1.953 -2.942 1.669
O 1.097 -2.556 2.748
C -0.365 -0.513 1.655
H -3.969 2.996 1.458
H -2.348 3.287 2.117
H -2.588 3.172 0.353
H -0.544 -1.396 -1.416
H -1.872 -0.753 -0.438
H -2.114 -1.297 -3.124
H -4.155 -0.153 -3.103
H -3.873 -0.161 -1.357
H -2.828 1.593 -4.641
H -1.751 2.794 -3.915
H -0.101 0.907 -5.226
H 0.022 -0.678 -4.461
H -1.441 -0.237 -5.350
H -0.097 2.298 -2.389
H 0.812 0.831 -2.767
H 0.627 2.205 2.263
H -0.755 1.800 3.326
H 1.680 -2.074 4.666
H 3.796 -0.818 3.457
H 3.793 -2.580 3.661
H 2.426 -0.776 -0.047
H 3.466 0.147 1.131
H 5.188 -1.697 1.044
H 4.139 -2.622 -0.123
H 1.382 -2.912 0.737
H 2.302 -3.968 1.833
H -1.119 -1.221 2.000
H 0.244 -0.974 0.880
*
```



The most stable arrangement is <ii>, and the next structure is 0.0022 hartree less stable.



<i>
C3H6N2S2 | ωB97M-V/def2-TZVPD

The structure (SMILES) is C=NNC(=S)SC. As for the HOMO-LUMO gap: 8.84 eV. The calculation puts the LUMO energy at 0.2243 eV.

```
! RIJCOSX wB97M-V def2-TZVPD def2/J DEFGRID3
* xyz 0 1
C 0.771 -2.786 -0.533
N 0.672 -1.920 -1.477
N 0.398 -0.634 -1.168
C 0.015 0.024 -0.050
S -0.110 -0.607 1.488
S -0.396 1.684 -0.562
C -0.670 2.562 0.966
H 0.996 -3.811 -0.884
H 0.646 -2.571 0.505
H 0.415 -0.052 -2.001
H 0.248 2.739 1.544
H -1.030 3.543 0.681
H -1.379 2.004 1.569
*
```



<ii>
C3H6N2S2 | ωB97M-V/def2-TZVPD

As for the HOMO-LUMO gap: 8.06 eV. The calculation puts the LUMO energy at 0.5191 eV.

```
! RIJCOSX wB97M-V def2-TZVPD def2/J DEFGRID3
* xyz 0 1
C 0.908 0.862 0.182
C -0.413 0.707 -0.099
C -1.580 1.689 0.077
N 1.815 -0.036 -0.126
N 1.288 -2.701 0.135
S -0.659 -0.763 -1.203
S 1.348 -1.244 -0.977
H 1.260 1.645 0.924
H -1.266 2.250 1.066
H -2.547 1.151 0.132
H -1.799 2.424 -0.684
H 0.767 -3.474 -0.399
H 0.878 -2.510 0.972
*
```



<iii>
C3H6N2S2 | ωB97M-V/def2-TZVPD

The structure (SMILES) is CNNC(=S)C=S. As for the HOMO-LUMO gap: 6.49 eV. The calculation puts the LUMO energy at -1.6014 eV.

```
! RIJCOSX wB97M-V def2-TZVPD def2/J DEFGRID3
* xyz 0 1
C 1.728 -0.930 0.714
N 0.896 0.053 0.045
N -0.262 0.300 0.678
C -1.382 0.816 0.016
S -2.463 1.822 0.768
C -1.661 0.355 -1.360
S -0.611 0.119 -2.634
H 2.752 -0.934 0.270
H 1.814 -0.703 1.809
H 1.236 -1.903 0.560
H 0.815 -0.079 -0.945
H -0.125 0.747 1.584
H -2.738 0.338 -1.504
*
```



The most stable arrangement is <i>, and the next structure is 0.0337 hartree less stable.